149
Properties=species:S:1:pos:R:3 method="wB97M-V/def2-TZVPD" gap_ha=0.391 smiles="CC(N)=O.CCCCCC.CCCCCC.CCCCCC.CCCCCC.CCCCCC.CCCCCC.OCCO.OCCO" mol_weight_g_mol=700.27 homo_energy_ev=-10.094 e_lumo_ha=0.01969
C 3.212 2.030 -2.746
C 2.379 3.226 -2.257
C 0.896 2.920 -2.137
C 0.159 3.864 -1.176
C 0.492 3.619 0.307
C 0.551 4.887 1.158
H 4.280 2.244 -2.713
H 3.006 1.726 -3.778
H 2.928 1.172 -2.131
H 2.743 3.393 -1.239
H 2.545 4.088 -2.903
H 0.679 1.882 -1.861
H 0.360 2.983 -3.094
H 0.306 4.906 -1.469
H -0.906 3.648 -1.315
H -0.277 3.009 0.782
H 1.424 3.046 0.329
H 0.997 4.618 2.116
H 1.015 5.739 0.660
H -0.450 5.238 1.433
C 2.555 4.268 4.641
C 3.366 3.888 3.397
C 3.250 2.408 3.024
C 4.249 1.955 1.968
C 4.227 0.445 1.776
C 2.938 -0.064 1.118
H 1.519 4.520 4.417
H 3.038 5.047 5.227
H 2.531 3.385 5.287
H 3.145 4.513 2.530
H 4.427 4.031 3.627
H 2.210 2.131 2.812
H 3.441 1.817 3.934
H 3.963 2.451 1.024
H 5.251 2.363 2.124
H 5.109 0.102 1.231
H 4.278 0.002 2.776
H 2.546 0.630 0.372
H 3.106 -1.021 0.619
H 2.187 -0.246 1.886
C -0.894 2.389 -7.410
C -0.571 1.985 -5.967
C -0.576 0.481 -5.682
C 0.113 0.156 -4.358
C -0.008 -1.352 -4.054
C -1.326 -1.725 -3.385
H -1.823 1.931 -7.757
H -0.109 2.036 -8.087
H -0.918 3.469 -7.534
H 0.424 2.410 -5.769
H -1.188 2.585 -5.289
H 0.046 0.111 -6.506
H -1.590 0.097 -5.786
H 1.161 0.434 -4.426
H -0.407 0.643 -3.530
H 0.227 -1.967 -4.925
H 0.763 -1.602 -3.310
H -2.189 -1.378 -3.961
H -1.429 -2.797 -3.217
H -1.389 -1.235 -2.409
C 3.609 -4.632 0.614
C 3.028 -4.081 -0.685
C 2.042 -5.062 -1.334
C 0.799 -5.321 -0.502
C -0.251 -6.149 -1.257
C -1.380 -6.622 -0.343
H 4.167 -3.832 1.122
H 4.371 -5.397 0.467
H 2.858 -4.906 1.355
H 2.516 -3.136 -0.493
H 3.854 -3.923 -1.381
H 2.590 -5.980 -1.577
H 1.747 -4.690 -2.323
H 1.003 -5.890 0.408
H 0.324 -4.370 -0.245
H -0.692 -5.595 -2.093
H 0.223 -7.009 -1.743
H -2.091 -7.230 -0.903
H -0.959 -7.171 0.500
H -1.940 -5.779 0.071
C -3.281 4.839 -6.507
C -3.027 4.806 -5.004
C -3.896 3.801 -4.272
C -3.470 3.504 -2.845
C -4.386 2.475 -2.142
C -4.140 1.062 -2.645
H -3.194 3.853 -6.969
H -2.454 5.356 -7.003
H -4.246 5.270 -6.767
H -1.964 4.557 -4.890
H -3.109 5.790 -4.537
H -4.015 2.861 -4.816
H -4.912 4.224 -4.221
H -2.478 3.024 -2.915
H -3.315 4.378 -2.210
H -4.231 2.549 -1.066
H -5.400 2.841 -2.340
H -4.983 0.382 -2.514
H -3.861 0.978 -3.697
H -3.312 0.647 -2.063
C 0.523 -1.114 4.341
C 1.906 -1.116 4.976
C 1.915 -0.549 6.392
C 3.334 -0.271 6.896
C 3.443 -0.097 8.411
C 2.933 1.232 8.929
H 0.250 -0.096 4.060
H -0.225 -1.488 5.042
H 0.459 -1.802 3.497
H 2.261 -2.155 5.036
H 2.710 -0.649 4.396
H 1.470 -1.270 7.087
H 1.275 0.338 6.445
H 3.964 -1.104 6.571
H 3.730 0.638 6.429
H 2.870 -0.890 8.907
H 4.481 -0.273 8.701
H 1.861 1.412 8.830
H 3.189 1.352 9.985
H 3.404 2.083 8.423
C -0.009 -1.529 0.331
C -0.361 -0.059 0.220
O -0.507 0.559 1.497
O -1.009 -2.231 1.033
H 0.989 -1.708 0.743
H 0.167 -1.987 -0.652
H -1.312 0.040 -0.318
H 0.367 0.505 -0.363
H -1.421 0.421 1.762
H -0.977 -1.925 1.950
C -4.103 -2.306 -0.777
C -4.455 -3.704 -1.246
O -4.975 -3.742 -2.568
O -5.314 -1.562 -0.528
H -3.414 -1.669 -1.339
H -3.634 -2.342 0.210
H -5.192 -4.120 -0.555
H -3.541 -4.301 -1.239
H -5.774 -3.207 -2.591
H -5.694 -1.313 -1.376
O -2.229 -2.570 3.635
C -2.963 -3.540 3.592
N -3.290 -4.093 2.391
C -3.506 -4.220 4.823
H -2.718 -3.866 1.593
H -4.048 -4.744 2.300
H -3.848 -5.237 4.679
H -4.335 -3.593 5.177
H -2.788 -4.087 5.631